C22H47O8ReSSi | ωB97M-V/def2-TZVPD

LUMO level (spin up / spin down): -10.89 / -10.32 eV
Relative energy (zero: lowest compared OMol25 entry of this formula, charge and spin): 0.623 eV
Orbital gap (spin up / spin down): 0.2389 / 0.2728 hartree
2S+1: 2
Net charge: +3
<S²>: 0.898
Total energy: -2233.440529 hartree

```
80
Properties=species:S:1:pos:R:3:forces:R:3
H -1.443142 -4.898405 1.473675 -0.03 -0.02 0.04
C 1.986315 5.273768 0.343315 0.46 0.01 -0.07
H -0.040629 -2.183503 -4.450762 0.01 0.03 -0.02
O 1.568328 -2.446700 -0.102798 -0.20 0.21 -0.27
H -2.932152 -3.236599 -2.196085 -0.01 0.00 -0.02
H 2.773649 1.227896 -1.222455 -0.01 0.03 0.04
H -3.904239 -2.142714 2.229331 -0.02 0.03 -0.01
H 4.061767 -1.943995 -0.705692 0.02 0.00 0.01
C -1.140599 2.617993 -2.453062 -0.51 0.10 0.06
H 2.221083 -4.967577 0.496240 0.04 0.00 0.00
O -0.621896 3.312152 2.166169 0.55 -0.06 -0.76
O -0.622224 -2.408511 1.505313 0.33 0.14 -0.04
H 2.190976 6.335711 0.203429 -0.10 0.01 -0.02
S 0.382354 0.590134 0.475517 0.01 3.17 -0.27
C -2.548061 2.318857 1.036757 -0.11 -0.03 0.51
H -2.489592 -3.059221 -3.895608 0.01 0.01 0.00
H 3.721495 -3.654219 -1.038450 0.02 0.02 -0.01
H 2.414624 4.941921 1.292453 -0.11 0.03 0.04
C 2.570633 4.480652 -0.791568 -0.01 0.29 -0.01
O -0.847460 -1.971225 -1.183086 -0.19 0.25 0.13
H 3.832875 -2.098198 2.376712 -0.01 0.00 0.03
O 2.316039 3.072109 -0.518332 -0.35 0.19 0.43
H -2.505483 4.213640 2.044447 0.07 0.02 0.02
Re 0.243692 2.820257 0.173642 -1.07 -3.11 -0.74
H 0.886890 4.419266 2.966997 -0.03 -0.05 0.01
H -0.913925 -3.868304 3.730370 0.00 0.01 0.00
H -0.442946 -4.517763 -3.384944 0.00 -0.01 -0.01
C 3.899015 -2.921889 -0.250577 -0.23 -0.02 -0.06
H -1.138440 1.961497 -3.321711 0.08 -0.02 0.00
O -1.867009 2.786478 -0.151205 0.84 0.28 0.18
H -0.573625 -0.737241 -3.592193 0.00 0.01 0.02
H 1.544711 -4.200579 1.947436 0.06 -0.01 0.05
H -0.722202 4.965432 3.450082 -0.05 -0.06 0.00
C -0.305337 -3.990460 -2.442555 0.04 0.10 0.19
H -1.867893 0.985688 -1.197403 -0.02 0.03 0.11
H -2.791699 -1.620531 -2.913506 0.00 0.00 0.00
H -2.395411 2.809158 3.126107 0.04 0.00 0.02
C -0.126924 4.601384 2.612519 0.18 0.27 0.07
H 3.265896 -4.600836 1.870503 0.01 0.01 0.02
C 1.324431 2.111342 -2.591878 0.45 0.03 -0.18
H 3.083622 -0.849483 1.372357 0.05 -0.01 0.01
C 2.721831 -2.876460 0.710868 0.64 -0.09 0.40
C -2.081039 3.216507 2.165945 -0.30 -0.01 -0.15
H 2.087205 -1.817298 2.486639 0.05 0.01 0.03
H 0.924007 -1.584949 -3.096384 0.00 -0.02 -0.03
C 2.942367 -1.841820 1.805909 -0.26 -0.03 -0.16
H 0.764854 -3.945357 -2.230717 0.00 -0.04 -0.03
C -2.072366 2.042711 -1.383367 0.18 -0.21 -0.33
C -2.369381 -2.626543 -2.902856 0.06 -0.01 0.11
C -2.266126 -4.184891 1.402161 0.17 0.05 -0.08
H -2.277507 1.277608 1.216207 0.04 -0.04 -0.14
H -3.063691 -1.622132 0.760574 -0.03 -0.01 0.01
Si 0.033104 -2.213076 0.098353 0.10 -0.48 0.12
H -1.238610 -2.148383 4.005257 -0.03 0.00 0.00
C -0.163112 5.587422 1.458288 -0.29 0.03 0.43
H -3.628619 2.404954 0.916475 0.01 0.08 -0.07
H -3.104005 2.171435 -1.713551 -0.01 0.04 0.03
C -0.898478 -2.594164 -2.530896 -0.02 -0.13 -0.36
C -1.896301 -2.877756 2.081317 -0.52 -0.09 0.18
H 1.063251 1.063628 -2.744586 -0.13 0.01 0.04
H 2.095279 4.766356 -1.732998 0.03 -0.08 -0.03
C -0.094832 -1.712072 -3.470184 0.01 -0.02 0.12
O 0.552628 5.046281 0.325037 -0.10 -0.84 -0.09
C -2.947594 -1.806922 1.831801 0.18 -0.01 -0.04
H -3.134683 -4.625823 1.888784 -0.02 0.00 -0.02
H -1.182753 5.755290 1.111341 0.06 0.04 -0.06
C 2.416479 -4.244773 1.290177 -0.23 0.01 -0.13
H 0.257644 6.547055 1.760067 0.08 -0.01 -0.10
C -1.631331 -3.064787 3.563931 0.13 -0.01 -0.07
H -0.804190 -4.569182 -1.659924 -0.03 -0.03 -0.05
H 3.431883 2.559602 -2.186042 -0.01 0.05 0.03
H -2.671639 -0.880790 2.340802 0.00 0.01 0.02
H -2.509601 -4.023411 0.348358 -0.03 -0.01 0.02
H 3.646645 4.641444 -0.855133 0.01 -0.06 0.01
H 4.803569 -3.209524 0.282916 -0.01 0.00 0.03
H 1.513742 2.585121 -3.554377 -0.09 0.07 0.03
H -1.483642 3.607075 -2.755284 0.11 0.01 -0.04
C 2.554468 2.202891 -1.649191 -0.05 -0.20 -0.14
O 0.220044 2.794192 -1.950238 0.10 0.09 1.07
H -2.556989 -3.326852 4.075021 -0.01 0.00 -0.02
```
Positions in Å, forces in eV/Å.

Quick look at the Mulliken charges, all values in e:
1. H 0.380
2. C -0.630
3. H 0.521
4. O 0.259
5. H 0.335
6. H 0.211
7. H 0.557
8. H 0.282
9. C -0.513
10. H 0.375
11. O -0.528
12. O 0.284
13. H 0.469
14. S 0.232
15. C -0.247
16. H 0.444
17. H 0.393
18. H 0.383
19. C -0.584
20. O 1.148
21. H 0.560
22. O -0.503
23. H 0.345
24. Re 1.416
25. H 0.335
26. H 0.401
27. H 0.538
28. C -1.582
29. H 0.567
30. O -0.510
31. H 0.114
32. H 0.182
33. H 0.498
34. C -1.543
35. H 0.068
36. H 0.291
37. H 0.506
38. C -0.660
39. H 0.522
40. C 0.109
41. H 0.191
42. C 1.590
43. C -0.526
44. H 0.198
45. H 0.207
46. C -1.324
47. H 0.338
48. C -0.500
49. C -1.549
50. C -1.483
51. H -0.061
52. H 0.127
53. Si -1.324
54. H 0.360
55. C -0.536
56. H 0.576
57. H 0.549
58. C 1.404
59. C 1.622
60. H -0.288
61. H 0.363
62. C -1.300
63. O -0.442
64. C -1.328
65. H 0.524
66. H 0.323
67. C -1.537
68. H 0.503
69. C -1.637
70. H 0.362
71. H 0.532
72. H 0.241
73. H 0.168
74. H 0.503
75. H 0.451
76. H 0.548
77. H 0.343
78. C -0.547
79. O -0.502
80. H 0.439



C22H48B2F3O9 | ωB97M-V/def2-TZVPD

LUMO level: 1.90 eV
Orbital gap: 0.2419 hartree
Net charge: -1
Total energy: -1893.410503 hartree

```
84
Properties=species:S:1:pos:R:3:forces:R:3
H -5.436119 -2.785496 3.886428 0.03 -0.03 -0.02
H 0.411470 -3.223003 0.567171 0.11 0.04 0.04
F 2.454725 -1.690030 0.546974 -0.31 1.44 0.17
O -7.849531 2.489564 2.380684 -0.21 -0.13 0.10
C 9.025691 -1.081643 -2.365107 -0.49 -0.74 -0.90
H -6.338782 2.418347 3.798745 0.00 -0.05 0.06
O -4.521840 -2.446202 2.109961 0.07 0.16 0.10
H -7.534978 0.686015 -0.380429 -0.02 -0.04 0.01
H 0.913227 -3.217949 2.282809 0.07 0.01 -0.08
H -2.740086 -2.510329 0.230641 -0.07 -0.05 0.15
H -8.290762 2.261652 -0.158054 0.00 0.08 0.14
H -0.211699 -0.982563 2.734270 0.08 0.12 -0.09
C 6.856992 1.770548 -2.715700 -0.48 -0.19 0.91
H 5.354435 -0.564811 -4.229613 -0.06 0.05 -0.15
H 8.801572 -3.022124 -1.385265 -0.13 -0.09 -0.31
C 8.706876 -1.960078 -1.160353 0.72 0.32 0.81
C -7.341377 1.425408 1.592790 0.07 0.36 -0.01
C 7.812430 -0.733085 -3.239793 -0.13 0.78 0.45
H 7.428656 -1.606316 -3.779520 0.04 -0.30 0.20
H -6.531807 -2.770630 2.484495 -0.07 0.08 0.05
H 7.900021 2.001165 -2.970067 0.11 0.01 -0.01
H -11.768543 4.615598 -0.830431 -0.01 -0.01 -0.08
O 5.999231 4.017933 -1.725274 0.06 -0.09 0.59
H -5.245452 -0.909277 0.921067 -0.01 0.01 -0.03
C 3.368076 -0.990781 -1.538280 0.75 0.30 0.54
H -10.096171 5.214584 -0.891615 0.00 0.00 0.04
H -6.292057 1.650104 1.355340 0.04 -0.20 -0.03
H 6.237582 2.102958 -3.554406 0.20 0.11 -0.28
H 6.577448 -0.164344 -1.288123 -0.12 0.14 0.10
O -2.724544 -0.456569 0.564143 -0.09 -0.02 0.05
H -0.222074 -1.040174 0.948099 0.03 0.07 0.02
H -7.388934 0.481550 2.150094 0.01 -0.03 -0.03
O 6.462832 2.249531 -0.205800 0.10 0.18 0.12
C -10.416399 1.275573 1.089042 -0.05 -0.17 -0.02
H -7.840339 3.250954 4.258405 0.01 0.03 -0.03
C 11.693658 -0.437590 -0.151189 0.44 -0.16 0.09
C -3.388118 -1.636528 0.141364 0.02 0.11 -0.15
O 11.021682 -1.618040 -0.482423 -0.13 0.07 -0.13
C -2.095481 -0.499833 1.838332 0.07 0.15 -0.03
O -10.327178 3.491319 0.146768 0.13 -0.07 -0.12
C -11.085069 2.295906 0.195238 0.05 0.25 0.19
H 4.478311 0.568791 -3.196658 -0.13 0.07 -0.17
H -10.559305 3.818655 -1.884029 -0.09 0.01 -0.02
H -1.862546 0.540915 2.073106 0.01 0.01 -0.05
H -3.589733 -1.482045 -0.920966 0.00 0.03 0.00
H 7.711907 -1.774527 -0.763306 -0.22 0.01 -0.18
H -5.852263 -1.237225 3.123049 -0.13 -0.02 -0.01
F 4.304721 -0.464725 0.595248 0.12 -1.50 -0.25
H 9.415658 -0.735214 0.485913 -0.06 0.18 -0.06
H 12.530383 -0.300430 -0.834035 0.04 -0.11 -0.20
B 6.608309 0.138543 -2.474540 0.20 -0.26 -0.88
H 9.630900 -2.467300 0.738718 -0.11 -0.02 0.15
H -0.178740 -4.480282 1.670199 -0.05 0.01 0.05
H 5.164358 -2.059080 -1.900503 0.10 -0.01 0.16
H 9.730280 -1.650156 -2.978010 0.34 0.12 0.03
C -8.128326 1.289225 0.309755 0.06 -0.16 -0.09
H -2.780983 -0.866269 2.605525 0.05 -0.15 -0.01
C -7.432103 2.396177 3.722650 0.00 0.08 -0.08
H -7.812351 1.477570 4.185982 0.09 -0.03 0.03
F 2.239088 -0.558317 -2.179513 -0.46 -1.40 0.29
H 6.267784 3.015201 0.341934 -0.19 0.02 0.22
H -11.156545 0.507483 1.324277 0.01 -0.02 -0.03
C -0.797148 -1.274047 1.850776 -0.09 -0.21 0.17
O -1.053653 -2.666723 1.922096 -0.08 -0.04 -0.15
C -5.650216 -2.299469 2.936405 0.11 -0.05 -0.10
H 6.786624 4.560663 -1.772482 0.04 0.32 -0.27
H -12.080012 2.533270 0.599305 -0.07 -0.12 -0.09
C 9.671000 -1.671753 -0.010179 0.11 -0.36 -0.13
H -10.096990 1.725972 2.030891 0.02 0.16 -0.07
H 11.062897 0.447648 -0.229138 -0.16 0.06 0.08
C 4.458709 -1.434929 -2.441730 0.33 1.43 -0.64
C 0.089872 -3.427914 1.592015 -0.12 -0.04 0.05
C -4.715200 -1.866167 0.829694 0.07 -0.32 0.14
C 3.385024 -1.031224 -0.188017 -0.38 -0.02 -0.45
C -10.716097 4.320945 -0.922257 0.03 0.01 0.10
O -9.350872 0.579049 0.462331 0.00 0.05 0.01
H 9.547139 -0.164629 -2.093673 -0.09 0.14 0.32
H -11.196615 1.877883 -0.812880 -0.04 -0.05 0.01
H -5.323863 -2.559229 0.231407 -0.06 0.14 -0.10
H 12.127561 -0.511651 0.852589 -0.12 0.21 0.21
H 3.943505 -2.084868 -3.158239 -0.21 -0.17 0.09
H 8.188353 -0.059074 -4.020034 0.00 -0.11 -0.26
C 5.168036 -0.278536 -3.191059 0.21 -0.14 0.64
B 6.437576 2.672012 -1.506791 0.11 -0.24 -0.91
```
Positions in Å, forces in eV/Å.

Quick look at the Mulliken charges, all values in e:
1. H 0.276
2. H 0.255
3. F -0.187
4. O -0.336
5. C -0.215
6. H 0.315
7. O -0.285
8. H 0.422
9. H 0.277
10. H 0.207
11. H 0.199
12. H 0.456
13. C -0.857
14. H 0.370
15. H 0.332
16. C -0.102
17. C -0.419
18. C -1.339
19. H 0.249
20. H 0.315
21. H 0.230
22. H 0.312
23. O -0.598
24. H -0.077
25. C 0.469
26. H 0.234
27. H 0.561
28. H 0.139
29. H -0.321
30. O -0.470
31. H 0.256
32. H 0.180
33. O -0.530
34. C -0.424
35. H 0.248
36. C -0.739
37. C -0.564
38. O -0.337
39. C -0.468
40. O -0.240
41. C -0.578
42. H 0.323
43. H 0.319
44. H 0.393
45. H 0.440
46. H 0.007
47. H 0.203
48. F -0.174
49. H 0.403
50. H 0.228
51. B 0.988
52. H 0.348
53. H 0.289
54. H 0.213
55. H 0.399
56. C -0.480
57. H 0.205
58. C -0.752
59. H 0.310
60. F -0.330
61. H 0.292
62. H 0.388
63. C -0.446
64. O -0.299
65. C -0.664
66. H 0.265
67. H 0.441
68. C -0.835
69. H 0.200
70. H 0.319
71. C -0.245
72. C -0.669
73. C -0.104
74. C -0.082
75. C -0.773
76. O -0.475
77. H 0.155
78. H 0.343
79. H 0.488
80. H 0.289
81. H 0.271
82. H 0.321
83. C -1.091
84. B 0.361